1.
Computed, not measured: a molecular structure, C53H45N2OP2S2SiTi in a non-equilibrium geometry, with ωB97M-V/def2-TZVPD.

Results
HOMO level (alpha / beta) = -7.3 / -7.3 eV
gap between HOMO and LUMO (alpha / beta) = 7.17 / 6.70 eV
energy relative to the best compared isomer or geometry (same formula, charge and spin) = 0.950 eV
2S+1 = 2

Geometry as XYZ:
```
107
C53H45N2OP2S2SiTi | the Open Molecules 2025 dataset | ωB97M-V/def2-TZVPD
Ti 0.49589 0.69356 -0.67173
C -1.53494 4.04779 -1.06874
Si -1.18260 2.62982 0.13636
C -2.94100 1.89530 0.33624
C -4.03344 2.74805 0.54013
C -5.33620 2.28215 0.52341
C -5.59036 0.93543 0.28187
C -4.53207 0.06748 0.09640
C -3.21671 0.53791 0.14294
P -1.85185 -0.67657 0.02903
C -2.40558 -1.67492 -1.41165
C -2.36539 -1.01725 -2.64434
C -2.76013 -1.66028 -3.80198
C -3.19432 -2.98093 -3.75039
C -3.24600 -3.63833 -2.53338
C -2.85800 -2.98698 -1.36580
C -2.15845 -1.75497 1.48048
C -1.51778 -2.99246 1.58999
C -1.65375 -3.76846 2.73219
C -2.43350 -3.31969 3.78856
C -3.07954 -2.09728 3.68833
C -2.94226 -1.32072 2.54690
C -0.80653 3.56437 1.77332
C -0.65473 4.95270 1.80525
C -0.40764 5.63135 2.99276
C -0.30609 4.93281 4.18518
C -0.43086 3.55059 4.18197
C -0.66267 2.87319 2.98987
P -0.75438 1.05622 2.86307
C 1.01667 0.61217 2.69997
C 2.06804 1.51781 2.83388
C 3.38053 1.09020 2.70930
C 3.66385 -0.24582 2.46211
C 2.62710 -1.15787 2.33269
C 1.31038 -0.72862 2.43566
C -1.12780 0.54772 4.58556
C -0.24507 -0.11464 5.43174
C -0.64514 -0.49607 6.70778
C -1.92588 -0.21198 7.15492
C -2.81392 0.45377 6.31834
C -2.41910 0.81920 5.04258
H -2.23161 4.77252 -0.64168
H -1.98065 3.65248 -1.98226
H -0.62347 4.57809 -1.35540
H -3.85501 3.80400 0.71081
H -6.15914 2.96789 0.68402
H -6.60745 0.56678 0.24314
H -4.72375 -0.98545 -0.07848
H -2.01823 0.01011 -2.69638
H -2.72455 -1.13336 -4.74712
H -3.49686 -3.49058 -4.65613
H -3.59763 -4.66098 -2.48236
H -2.93597 -3.50872 -0.42146
H -0.92231 -3.37678 0.77297
H -1.14936 -4.72449 2.79178
H -2.53623 -3.91872 4.68398
H -3.68383 -1.73359 4.50934
H -3.43412 -0.35880 2.49625
H -0.73988 5.52150 0.88871
H -0.30359 6.70950 2.98647
H -0.12215 5.45864 5.11370
H -0.33402 3.00090 5.11031
H 1.85855 2.56224 3.02614
H 4.18764 1.80604 2.79923
H 4.69072 -0.57414 2.36289
H 2.84548 -2.20329 2.15295
H 0.49477 -1.44352 2.35498
H 0.76312 -0.33296 5.10441
H 0.05366 -1.01059 7.35526
H -2.23259 -0.50463 8.15084
H -3.81510 0.68326 6.66088
H -3.11751 1.33493 4.39056
C 1.33443 -2.42196 -0.40250
C 1.65684 -1.33496 -1.39025
N 0.71059 -0.81419 -2.13132
N 1.03521 -0.48820 -3.44528
C 0.71979 0.70180 -3.80470
S 0.18493 1.93576 -2.69978
S 0.76280 1.16278 -5.48986
C 1.15506 -0.39995 -6.32557
C 2.60111 -0.81477 -6.32396
C 3.00766 -1.97877 -5.68563
C 4.33147 -2.39200 -5.75314
C 5.26572 -1.63385 -6.44126
C 4.86989 -0.45887 -7.06738
C 3.54505 -0.05811 -7.01276
C 3.06569 -0.90339 -1.57936
C 4.08933 -1.64789 -2.13895
C 5.35244 -1.09065 -2.27797
C 5.57759 0.20927 -1.84163
C 4.56413 0.95094 -1.25341
C 3.30141 0.39363 -1.11061
O 2.30308 1.04779 -0.46688
H 0.95313 -3.28490 -0.95606
H 0.57731 -2.12875 0.31981
H 2.23132 -2.70825 0.14022
H 0.83171 -0.20457 -7.35002
H 0.51569 -1.17450 -5.90553
H 2.27979 -2.55685 -5.13028
H 4.63546 -3.30867 -5.26255
H 6.29839 -1.95514 -6.49075
H 5.59341 0.14037 -7.60507
H 3.23707 0.85735 -7.50546
H 3.89099 -2.65342 -2.48983
H 6.15053 -1.65889 -2.73582
H 6.55942 0.65112 -1.95458
H 4.73382 1.95674 -0.89103
```

=====

2.
Computed, not measured: CH4ClP in the gas phase in a non-equilibrium geometry, with ωB97M-V/def2-TZVPD.

Results
SMILES = [PH3]=CCl
HOMO level = -8.1 eV
gap between HOMO and LUMO = 8.43 eV
energy relative to the best compared isomer or geometry (same formula, charge and spin) = 3.475 eV
2S+1 = 1

Geometry as XYZ:
```
7
CH4ClP | the Open Molecules 2025 dataset | ωB97M-V/def2-TZVPD
P 1.13140 0.48874 0.44502
C 0.67799 1.78975 -0.73761
Cl -0.90799 2.46373 -0.18282
H 1.35189 0.92964 1.76665
H 0.41612 -0.84456 0.77564
H 2.28373 0.41059 -0.48258
H 0.53965 1.09896 -1.64986
```

=====

3.
Computed, not measured: a molecular structure, C26H22N3O2PPtS, with ωB97M-V/def2-TZVPD.

Results
HOMO level = -7.6 eV
gap between HOMO and LUMO = 7.76 eV
2S+1 = 1

Geometry as XYZ:
```
56
C26H22N3O2PPtS | the Open Molecules 2025 dataset | ωB97M-V/def2-TZVPD
Pt -0.59495 -0.43155 -0.07081
N 3.10488 -2.03157 1.49852
C 1.85212 -1.57943 1.20953
S 1.59334 -0.93138 -0.38589
N 0.95702 -1.62764 2.13973
N -0.27076 -1.09167 1.76970
C -1.15015 -1.07058 2.71141
C -2.49415 -0.57117 2.64945
C -3.22401 -0.58897 3.85484
C -4.51198 -0.12406 3.93435
C -5.11492 0.37623 2.77179
C -4.43673 0.39935 1.57870
C -3.10776 -0.07417 1.47316
O -2.54427 -0.01796 0.30095
H 3.72509 -2.23106 0.73577
H 3.20887 -2.57507 2.33769
H -0.80581 -1.47222 3.65986
H -2.73584 -0.97930 4.74061
H -5.04906 -0.14236 4.87217
H -6.13209 0.74779 2.81041
H -4.90034 0.78216 0.67813
O 0.40016 3.00139 0.09584
P -0.68933 3.43588 -0.81072
C -1.44183 2.00706 -1.63869
C -2.76608 1.82995 -1.90978
C -3.23716 0.60482 -2.43349
C -2.38653 -0.43845 -2.63786
C -1.00266 -0.29745 -2.34938
C -0.52152 0.93600 -1.87678
C -0.13214 4.53010 -2.13062
C -0.93982 4.84546 -3.22176
C -0.46347 5.68398 -4.21599
C 0.82245 6.20431 -4.12564
C 1.63124 5.88615 -3.04506
C 1.15530 5.04818 -2.04512
C -2.07395 4.24010 0.01706
C -2.71991 3.48565 0.99938
C -3.77454 4.02869 1.71250
C -4.18664 5.33079 1.45302
C -3.54380 6.08680 0.48465
C -2.48602 5.54365 -0.23370
H -3.47293 2.62420 -1.69969
H -4.29066 0.49195 -2.65498
H -2.75350 -1.37670 -3.03140
H -0.30551 -1.04185 -2.71107
H 0.53575 1.16174 -1.87432
H -1.93815 4.42896 -3.29755
H -1.08991 5.92806 -5.06413
H 1.19471 6.85634 -4.90544
H 2.63407 6.28769 -2.98075
H 1.77201 4.77972 -1.19633
H -2.39372 2.47087 1.19691
H -4.27126 3.43414 2.46861
H -5.01072 5.75763 2.01047
H -3.86234 7.10236 0.28838
H -1.98370 6.13888 -0.98616
```

=====

4.
Computed, not measured: C3H5FN2 in the gas phase in a non-equilibrium geometry, with ωB97M-V/def2-TZVPD.

Results
SMILES = F[C@H]1C=NNC1
HOMO level = -9.2 eV
gap between HOMO and LUMO = 10.20 eV
energy relative to the best compared isomer or geometry (same formula, charge and spin) = 0.949 eV
2S+1 = 1

Geometry as XYZ:
```
11
C3H5FN2 | the Open Molecules 2025 dataset | ωB97M-V/def2-TZVPD
F -1.32892 1.02029 0.95806
C -0.13221 0.37594 0.91131
C -0.28840 -1.10506 0.64128
N -0.40114 -1.40179 -0.60966
N -0.18669 -0.24306 -1.33822
C 0.45957 0.70438 -0.42865
H 0.41342 0.69748 1.80894
H -0.55317 -1.90923 1.36062
H 0.25614 -0.42238 -2.17522
H 1.52239 0.50918 -0.46537
H 0.23900 1.77425 -0.66308
```

=====

5.
Computed, not measured: 2 unconnected molecules or ions with the total composition C4H13N2O in a non-equilibrium geometry, with ωB97M-V/def2-TZVPD.

Results
HOMO level = -13.1 eV
charge = +1
gap between HOMO and LUMO = 8.78 eV
energy relative to the best compared isomer or geometry (same formula, charge and spin) = 3.341 eV
2S+1 = 1

Geometry as XYZ:
```
20
C4H13N2O | the Open Molecules 2025 dataset | ωB97M-V/def2-TZVPD
C -2.97411 -1.75540 -0.13148
C 3.64699 1.03992 1.18534
C -2.72879 -0.88066 -1.30282
C -0.96974 0.71744 -1.05336
N 0.28593 0.98498 -0.70408
N 2.40515 0.50324 1.65327
O -1.33220 -0.53164 -1.20165
H -3.88373 -2.38579 -0.35943
H -2.19577 -2.59785 -0.00248
H -3.01490 -1.28040 0.78271
H 3.75787 0.66956 0.03540
H 3.58393 2.10096 1.00082
H 4.38630 0.79327 1.85182
H -3.14729 0.15726 -1.19529
H -2.80142 -1.37195 -2.34775
H -1.58852 1.51411 -1.40888
H 0.88940 1.75126 -0.86246
H 0.85135 0.17984 -0.31469
H 2.48662 -0.54558 1.79563
H 2.34294 0.93744 2.57937
```

=====

6.
Computed, not measured: 2 unconnected molecules or ions with the total composition C30H47Si in a non-equilibrium geometry, with ωB97M-V/def2-TZVPD.

Results
HOMO level = -11.0 eV
charge = +1
gap between HOMO and LUMO = 5.76 eV
2S+1 = 1

Geometry as XYZ:
```
78
C30H47Si | the Open Molecules 2025 dataset | ωB97M-V/def2-TZVPD
C -1.50672 -1.14981 3.02056
C -0.50683 -0.04022 2.98141
C -0.98992 1.37512 3.14376
C 0.82179 -0.32681 3.03254
C 1.85026 0.66388 3.44013
Si 3.61961 -0.07101 3.58906
C 4.82272 1.36527 3.64555
C 3.76978 -1.05926 5.17070
C 3.86860 -1.14177 2.07613
H -2.52639 -0.74840 3.04791
H -1.39911 -1.78761 2.13517
H -1.36071 -1.78446 3.91082
H -2.08720 1.41841 3.13298
H -0.64432 1.82923 4.08888
H -0.62045 2.01543 2.32459
H 1.14890 -1.35701 2.85146
H 1.91634 1.52041 2.74165
H 1.63551 1.09821 4.43489
H 5.85369 0.98853 3.65331
H 4.70989 2.02193 2.77354
H 4.68052 1.96940 4.55174
H 4.75783 -1.53868 5.21342
H 3.66991 -0.41298 6.05388
H 3.00598 -1.84560 5.23015
H 4.87505 -1.57903 2.08629
H 3.15006 -1.97036 2.04231
H 3.76601 -0.55871 1.15070
C -1.89511 3.38282 -6.08526
C -1.53216 2.95419 -4.69554
C -0.35242 2.24679 -4.46806
C 0.05538 1.89434 -3.18236
C 1.39593 1.21479 -3.11802
C -0.75983 2.20881 -2.07378
C -0.29219 1.90082 -0.63865
C 0.92099 2.77689 -0.27611
C -0.00271 0.39822 -0.34721
C -1.17031 -0.47557 -0.21529
C -1.24491 -1.84677 -0.55300
C -2.48881 -2.38913 -1.04696
C -3.61879 -1.48297 -1.43476
C -2.63386 -3.75163 -1.23857
C -1.58737 -4.64938 -1.00183
C -1.79734 -6.11813 -1.17826
C -0.34734 -4.13072 -0.61680
C -0.14079 -2.76993 -0.41111
C 1.24605 -2.32669 -0.07221
C -1.96275 2.91908 -2.29995
C -2.86657 3.35709 -1.17296
C -2.33722 3.26310 -3.59690
H -2.84776 3.92380 -6.09462
H -1.11945 4.03892 -6.50462
H -1.97749 2.51340 -6.75130
H 0.29072 1.98352 -5.31304
H 1.82250 1.09994 -2.12193
H 1.34307 0.22046 -3.58859
H 2.12483 1.78953 -3.71037
H -1.10686 2.18538 0.04098
H 0.67612 3.83708 -0.44088
H 1.20150 2.66159 0.78260
H 1.79662 2.54433 -0.89841
H 0.66601 -0.00359 -1.11599
H 0.54588 0.34473 0.61190
H -2.08773 0.03213 0.08734
H -4.46212 -2.09165 -1.78643
H -3.97121 -0.86900 -0.59640
H -3.33018 -0.80799 -2.25485
H -3.59430 -4.12425 -1.61029
H -0.87689 -6.67198 -0.98065
H -2.58090 -6.49075 -0.50774
H -2.12469 -6.33957 -2.19946
H 0.50026 -4.81024 -0.48754
H 1.85043 -3.19906 0.21504
H 1.76081 -1.86652 -0.93313
H 1.27045 -1.62475 0.77227
H -3.72111 3.90396 -1.59260
H -3.27720 2.50757 -0.60756
H -2.36497 4.03614 -0.46808
H -3.27496 3.80676 -3.74556
```

=====

7.
Computed, not measured: C4H10FN in the gas phase in a non-equilibrium geometry, with ωB97M-V/def2-TZVPD.

Results
SMILES = CC[C@H](N)CF
HOMO level = -8.7 eV
gap between HOMO and LUMO = 9.71 eV
energy relative to the best compared isomer or geometry (same formula, charge and spin) = 2.453 eV
2S+1 = 1

Geometry as XYZ:
```
16
C4H10FN | the Open Molecules 2025 dataset | ωB97M-V/def2-TZVPD
C -2.10176 -0.10683 -0.41305
C -0.73988 -0.62679 0.09252
C 0.32569 0.35674 0.47317
N 0.78395 1.31694 -0.35617
C 1.61248 -0.52586 0.47270
F 1.91822 -0.64540 -0.94146
H -2.88209 0.14545 0.44299
H -1.86782 0.70791 -1.19233
H -2.45008 -0.86274 -1.14409
H -0.33278 -1.08437 -0.86959
H -0.88425 -1.47300 0.85931
H 0.08160 0.74112 1.45558
H 1.45024 1.34479 -1.06670
H 0.91778 2.22140 0.32959
H 1.63213 -1.51272 1.09386
H 2.53658 0.00336 0.76369
```

=====

8.
Computed, not measured: a molecular structure, C4H10N2O2 in a non-equilibrium geometry, with ωB97M-V/def2-TZVPD.

Results
HOMO level = -7.4 eV
gap between HOMO and LUMO = 7.90 eV
energy relative to the best compared isomer or geometry (same formula, charge and spin) = 3.913 eV
2S+1 = 1

Geometry as XYZ:
```
18
C4H10N2O2 | the Open Molecules 2025 dataset | ωB97M-V/def2-TZVPD
C 1.20320 0.20980 1.19128
C 0.54895 0.06325 -0.15877
N -0.59519 2.22615 -0.08209
C -0.16229 1.14219 -0.74390
O 1.33578 -0.66200 -1.08214
H 2.22475 -0.28755 -1.11455
H -1.39594 2.70803 -0.46332
H -0.57176 2.21078 0.92638
H -0.31400 1.13822 -1.81194
H 2.10397 0.83338 1.16394
H 0.52193 0.64269 1.92731
H 1.49569 -0.77960 1.54777
N -0.92818 -2.26404 -0.34386
C -1.17103 -0.92250 -0.06358
O -1.99610 -0.30379 -0.83360
H -0.78418 -2.43966 -1.32922
H -0.24067 -2.72808 0.23360
H -1.27496 -0.78725 1.03669
```

=====

9.
Computed, not measured: 2 unconnected molecules or ions with the total composition C2H5NOS in a non-equilibrium geometry, with ωB97M-V/def2-TZVPD.

Results
HOMO level = -8.9 eV
gap between HOMO and LUMO = 9.55 eV
energy relative to the best compared isomer or geometry (same formula, charge and spin) = 3.404 eV
2S+1 = 1

Geometry as XYZ:
```
10
C2H5NOS | the Open Molecules 2025 dataset | ωB97M-V/def2-TZVPD
C 0.00968 0.42014 0.79752
C 1.90796 -0.79601 1.98717
N 0.70593 -0.15723 1.47969
O -1.74751 -0.03965 -2.55477
S -2.36666 1.22291 -3.46446
H -1.37531 0.42639 -1.72184
H 2.39064 -0.90981 0.97525
H 1.47315 -1.69269 2.47240
H 2.35192 -0.02555 2.73223
H -3.34981 1.55150 -2.70319
```

=====

10.
Computed, not measured: C4H7PS in the gas phase in a non-equilibrium geometry, with ωB97M-V/def2-TZVPD.

Results
SMILES = C[C@]1(CS)C=P1
HOMO level = -8.9 eV
gap between HOMO and LUMO = 8.67 eV
energy relative to the best compared isomer or geometry (same formula, charge and spin) = 2.398 eV
2S+1 = 1

Geometry as XYZ:
```
13
C4H7PS | the Open Molecules 2025 dataset | ωB97M-V/def2-TZVPD
C 0.75234 1.16026 -0.55015
C 0.62853 -0.37912 0.02758
C -0.62664 -1.07809 -0.39913
S -2.26785 -0.51179 0.22370
C 1.24687 -0.50087 1.36364
P 2.12202 -1.42521 0.27110
H 1.45712 1.87045 0.02531
H -0.29966 1.52653 -0.30956
H 0.62497 1.17515 -1.60770
H -0.51122 -2.18816 -0.10530
H -0.64340 -1.10871 -1.40054
H -1.99368 -0.81891 1.37432
H 0.89214 -0.53130 2.40285
```

=====

11.
Computed, not measured: a molecular structure, C12H19BCuN6OP, with ωB97M-V/def2-TZVPD.

Results
HOMO level = -7.0 eV
gap between HOMO and LUMO = 7.36 eV
2S+1 = 1

Geometry as XYZ:
```
41
C12H19BCuN6OP | the Open Molecules 2025 dataset | ωB97M-V/def2-TZVPD
Cu 0.00004 0.00005 -0.02565
C -1.83065 3.16958 -2.20919
C -1.53571 2.65975 -0.93694
N -0.87433 1.51480 -1.03739
N -0.72913 1.26295 -2.35163
C -1.29574 2.24367 -3.08003
B -0.00002 0.00005 -2.86664
N -0.72910 -1.26292 -2.35163
C -1.29556 -2.24373 -3.08002
C -1.83035 -3.16969 -2.20915
C -1.53557 -2.65974 -0.93692
N -0.87432 -1.51472 -1.03739
N 1.45832 0.00005 -2.35165
C 2.59090 -0.00004 -3.08008
C 3.66027 -0.00013 -2.20927
C 3.07127 -0.00003 -0.93701
N 1.74904 0.00006 -1.03738
H -2.35463 4.07638 -2.45739
H -1.77295 3.07047 0.03100
H -1.27972 2.21543 -4.15673
H -0.00011 0.00005 -4.06341
H -1.27954 -2.21551 -4.15671
H -2.35424 -4.07655 -2.45734
H -1.77280 -3.07047 0.03103
H 2.55846 -0.00005 -4.15677
H 4.70757 -0.00023 -2.45749
H 3.54562 0.00002 0.03089
C -0.84474 -1.46348 4.10438
P 0.00014 0.00004 3.44813
C 1.69014 0.00003 4.10384
C -0.84473 1.46356 4.10439
O 0.00010 0.00005 1.96695
H -0.86772 -1.50359 5.19272
H -0.32669 -2.33663 3.70766
H -1.86007 -1.45131 3.70797
H 1.73668 0.00002 5.19217
H 2.18715 0.88534 3.70715
H 2.18714 -0.88528 3.70714
H -0.86771 1.50365 5.19273
H -1.86006 1.45140 3.70798
H -0.32667 2.33671 3.70768
```

=====

12.
Computed, not measured: C2N2OS in the gas phase in a non-equilibrium geometry, with ωB97M-V/def2-TZVPD.

Results
HOMO level = -9.5 eV
gap between HOMO and LUMO = 7.61 eV
energy relative to the best compared isomer or geometry (same formula, charge and spin) = 1.325 eV
2S+1 = 1

Geometry as XYZ:
```
6
C2N2OS | the Open Molecules 2025 dataset | ωB97M-V/def2-TZVPD
C -0.35684 -0.31392 0.24284
C 0.75872 1.20286 -1.21774
N -0.17283 0.53014 -0.61200
N 1.54390 1.75348 -1.85419
O -1.09547 -1.47034 2.41256
S -0.67748 -1.70223 1.02853
```

=====

Question: Look up the 2S+1 of the twelfth one.
Answer: 1